(1)
Below is the molecule C7H9Cl in a non-equilibrium geometry, with properties calculated with ωB97M-V/def2-TZVPD.

Atoms and positions in Å:
1 Cl -2.9222 3.3076 -0.0544
2 C -1.3686 2.6862 -0.0276
3 C -0.2360 2.2183 -0.0960
4 C -0.0497 -1.1341 0.6313
5 C 0.3853 -0.9862 -0.6992
6 C -0.8980 -2.2698 1.0593
7 C 1.0934 1.5444 -0.2079
8 C 1.1404 0.2812 -1.0894
9 H 0.1458 -0.3971 1.4335
10 H 0.2528 -1.7707 -1.4713
11 H -1.8047 -2.4437 0.3634
12 H -1.4456 -1.9315 1.9307
13 H -0.3287 -3.1372 1.2757
14 H 1.8017 2.1412 -0.6319
15 H 1.3593 1.3577 0.8721
16 H 0.7230 0.6033 -2.0815
17 H 2.1517 -0.0695 -1.2068

Forces on atoms 1 to 3 (eV/Å):
Cl 0.88 -0.30 0.12
C 1.91 -0.81 -0.32
C -2.05 0.54 -0.44

SMILES: C/C=C/CCC#CCl
2S+1: 1
Energy relative to the best compared isomer or geometry (same formula, charge and spin) in kcal/mol: 63.1
HOMO-LUMO gap in eV: 9.8

(2)
Below is a cluster of 2 separate species, C7H9Cl2F2NS2 in total in a non-equilibrium geometry, with properties calculated with ωB97M-V/def2-TZVPD.

Atoms and positions in Å:
1 C 5.7712 -0.1017 0.5605
2 C 5.0734 -0.3866 1.6804
3 C 3.9972 1.0722 0.0573
4 C -2.5141 -0.7857 -0.1113
5 C -2.9252 0.5734 -0.6646
6 C -1.5439 -1.5289 -1.0073
7 C -4.1658 1.2017 0.0356
8 N 5.1978 0.8232 -0.2730
9 F -4.2440 2.4186 -0.3867
10 F -5.2887 0.6474 -0.3712
11 S 3.4581 0.3098 1.5100
12 S 0.0444 -0.5265 -0.9364
13 Cl 2.8487 1.8945 -0.9115
14 Cl -4.2599 0.9996 1.8121
15 H 6.7042 -0.4902 0.2925
16 H 0.4507 -0.9532 0.1988
17 H 5.3163 -1.0426 2.3886
18 H -1.8799 -0.7986 0.8814
19 H -3.4886 -1.2887 0.1987
20 H -3.1437 0.7315 -1.7682
21 H -2.1008 1.2690 -0.3822
22 H -1.3503 -2.6461 -0.6868
23 H -1.9571 -1.3922 -2.1166

Forces on atoms 1 to 3 (eV/Å):
C -0.88 1.25 0.79
C -2.06 2.08 -3.21
C -0.58 -0.47 0.44

SMILES: FC(F)(Cl)CCCS.Clc1nccs1
2S+1: 1
Energy relative to the best compared isomer or geometry (same formula, charge and spin) in kcal/mol: 3.7
HOMO-LUMO gap in eV: 9.8

(3)
Below is a structure of composition C7H9Cl2NO4PrY in a non-equilibrium geometry, with properties calculated with ωB97M-V/def2-TZVPD.

Atoms and positions in Å:
1 Pr 2.3608 0.3948 -2.9923
2 Y 0.0108 0.1597 0.3076
3 Cl 1.6505 1.9716 -0.8305
4 Cl 1.4024 -1.5157 -1.2564
5 C -1.5764 -1.6794 0.5564
6 C 1.2303 2.2847 -4.0389
7 C 0.9609 -0.5870 -4.7511
8 O -2.2479 -2.6176 0.6497
9 O 0.6431 3.2335 -4.3673
10 O 0.2585 -1.1300 -5.5007
11 C 0.8023 1.1832 5.4924
12 N 0.3406 1.6327 4.1617
13 C -0.2015 2.9850 4.0168
14 C 0.3401 0.8785 3.0907
15 C 0.9602 -0.5029 2.9289
16 O -0.2427 1.3607 2.0172
17 H 0.6171 1.9918 6.1953
18 H 1.8718 0.9423 5.4964
19 H 0.2500 0.2959 5.8204
20 H 0.3940 3.5735 3.3118
21 H -1.2356 2.9551 3.6652
22 H -0.1625 3.4507 4.9980
23 H 0.1746 -1.2352 2.6024
24 H 1.8254 -0.4535 2.2127
25 H 1.3498 -0.8735 3.8891

Forces on atoms 1 to 3 (eV/Å):
Pr 2.78 -0.72 2.80
Y 0.46 1.68 0.88
Cl -0.18 -0.71 -0.88

Net charge: +4
2S+1: 3
Energy relative to the best compared isomer or geometry (same formula, charge and spin) in kcal/mol: 0.0
⟨S²⟩: 2.00
HOMO-LUMO gap (spin up / spin down) in eV: 5.2 / 6.2

(4)
Below is the molecule C7H9ClN2O2 in a non-equilibrium geometry, with properties calculated with ωB97M-V/def2-TZVPD.

Atoms and positions in Å:
1 C 1.7621 -1.2060 -0.2640
2 C 0.4924 -1.6626 0.0251
3 C 2.3316 1.0136 0.8042
4 C 2.6463 -0.1987 0.1683
5 C -0.5192 -1.1114 0.9164
6 C -1.5345 -0.3786 -0.0284
7 C -1.0785 0.7773 -0.9502
8 N -1.8584 1.9949 -0.8665
9 N -2.6886 -0.5263 0.1915
10 O 1.1359 1.3211 0.9951
11 O -3.8390 -0.5948 0.2323
12 Cl 4.2848 -0.5538 -0.2547
13 H 2.2435 -1.8014 -1.0482
14 H 0.2990 -2.5148 -0.6349
15 H 3.0893 1.7738 0.9654
16 H -1.0376 -1.7023 1.6803
17 H 0.0124 -0.3507 1.5311
18 H -0.1160 1.0380 -0.6305
19 H -1.1468 0.2903 -1.8953
20 H -1.6874 2.7214 -0.1056
21 H -2.7916 1.6710 -0.8316

Forces on atoms 1 to 3 (eV/Å):
C -0.50 -0.78 -0.63
C 1.51 -0.70 -0.67
C -2.00 1.23 -0.19

2S+1: 1
Energy relative to the best compared isomer or geometry (same formula, charge and spin) in kcal/mol: 152.0
HOMO-LUMO gap (spin up / spin down) in eV: 8.9 / 5.4

(5)
Below is the molecule C7H9ClN2O2S in a non-equilibrium geometry, with properties calculated with ωB97M-V/def2-TZVPD.

Atoms and positions in Å:
1 C 0.1159 -0.2698 -0.4813
2 C -0.3410 -0.5608 1.0193
3 C -0.6645 0.7759 -0.8594
4 C 0.1791 -1.4168 2.0307
5 C -0.6786 1.4451 -2.1588
6 C -2.0752 0.6033 2.3753
7 C 2.8185 -0.6385 -1.0264
8 N -1.4976 1.1452 0.1135
9 N -1.3041 0.3622 1.1676
10 O -0.0438 -1.4746 3.1993
11 O 0.8241 -1.0443 -2.8330
12 S 1.1538 -1.4240 -1.4311
13 Cl 1.4656 -2.5511 1.3157
14 H -1.7599 1.7980 -2.1598
15 H 0.1274 2.1046 -2.2414
16 H -0.6024 0.7760 -2.9238
17 H -1.4490 0.8985 3.1736
18 H -2.6795 1.4913 2.1135
19 H -2.5772 -0.2182 2.6074
20 H 2.9873 -1.2362 -0.1430
21 H 2.6800 0.3477 -0.8849
22 H 3.3212 -0.9136 -1.9730

Forces on atoms 1 to 3 (eV/Å):
C 0.11 -3.11 5.13
C 1.02 1.50 -5.50
C 0.64 -0.83 0.12

2S+1: 1
Energy relative to the best compared isomer or geometry (same formula, charge and spin) in kcal/mol: 29.0
HOMO-LUMO gap in eV: 8.1

(6)
Below is the molecule C7H9ClN2O2S in a non-equilibrium geometry, with properties calculated with ωB97M-V/def2-TZVPD.

Atoms and positions in Å:
1 C -1.2850 -0.4809 -0.2524
2 C 1.2697 -0.0529 0.2137
3 C -1.3319 0.8598 -0.0893
4 C 2.5667 -0.6109 0.1553
5 C -2.6665 1.5411 -0.2889
6 C 1.9297 2.2349 0.3209
7 C -0.4104 -3.2079 -0.0952
8 N -0.3394 1.7204 0.1231
9 N 0.9121 1.2440 0.2471
10 O 3.0507 -1.4879 0.8145
11 O -2.3887 -1.4069 0.3029
12 S -0.9778 -1.7631 0.9004
13 Cl 3.2439 -0.0783 -1.5651
14 H -2.5862 2.6456 -0.4863
15 H -3.0995 1.1297 -1.2088
16 H -3.3546 1.0109 0.4194
17 H 2.2114 2.3538 1.4731
18 H 2.7542 1.8137 -0.3607
19 H 1.4795 3.1537 -0.0923
20 H 0.0470 -2.8510 -0.9160
21 H -1.2342 -3.8066 -0.1814
22 H 0.2093 -3.9611 0.5661

Forces on atoms 1 to 3 (eV/Å):
C 0.26 -4.34 0.51
C -1.61 2.21 0.07
C 0.38 3.67 0.89

2S+1: 1
Energy relative to the best compared isomer or geometry (same formula, charge and spin) in kcal/mol: 150.1
HOMO-LUMO gap (spin up / spin down) in eV: 7.9 / 7.9